Entry i
The following is a quantum chemistry calculation of the molecule C7H11FO, from the OMol25 dataset.

Structure (XYZ):
```
20
Properties=species:S:1:pos:R:3:mulliken_charge:R:1
F -1.325 -2.305 -3.040 -0.27
O 0.151 0.099 -0.787 -0.34
C -0.748 -1.720 -1.948 0.01
C -0.456 -0.453 -1.881 0.20
C 0.246 -0.269 2.940 -1.16
C -0.777 0.527 -3.096 -1.17
C -0.217 -0.252 0.498 -0.40
C 0.364 0.251 1.601 0.58
C 1.405 1.262 1.585 -1.16
H -1.125 -0.778 0.629 0.50
H 0.130 -1.376 3.013 0.34
H -0.637 -2.403 -1.085 0.42
H -0.880 0.085 -4.041 0.38
H 2.444 0.981 1.895 0.31
H -0.582 0.506 3.455 0.23
H 0.001 1.298 -2.953 0.30
H -1.789 0.906 -2.934 0.28
H 1.228 -0.157 3.340 0.34
H 1.556 1.770 0.557 0.26
H 1.009 2.029 2.254 0.33
```

The calculation puts the HOMO-LUMO gap at 9.13 eV. Its SMILES is CC(C)=CO/C(C)=C/F. The lowest unoccupied orbital energy is 0.89 eV.



Entry ii
The following is a quantum chemistry calculation of the molecule C7H11FO, from the OMol25 dataset.

Structure (XYZ):
```
20
Properties=species:S:1:pos:R:3:mulliken_charge:R:1
F 1.980 -0.018 -1.367 -0.35
O -1.462 -1.758 -0.104 -0.38
C 1.910 -1.258 0.695 -1.06
C -1.635 0.720 0.216 -0.76
C -1.955 -0.526 -0.577 0.18
C -0.426 1.529 -0.263 -0.68
C 1.538 -0.091 -0.078 0.51
C -0.864 -1.304 -1.192 -0.48
C 0.941 1.103 0.479 -0.61
H -1.401 0.265 1.123 0.30
H -2.480 1.545 0.301 0.32
H 1.011 -1.325 1.371 0.27
H -0.189 1.445 -1.301 0.39
H 2.208 -2.213 0.220 0.32
H -2.979 -0.623 -0.998 0.40
H 0.860 0.799 1.549 0.30
H 2.816 -0.978 1.541 0.24
H 1.562 1.989 0.361 0.34
H -0.461 2.593 0.053 0.41
H -0.972 -1.893 -2.030 0.35
```

The calculation puts the HOMO-LUMO gap (spin up / spin down) at 9.10 / 7.25 eV. The lowest unoccupied orbital energy (spin up / spin down) is 0.82 / 0.40 eV.



The structure with the greatest stability is entry i.



Entry i
The following is a quantum chemistry calculation of the molecule C5H10FNO, from the OMol25 dataset.

Structure (XYZ):
```
18
Properties=species:S:1:pos:R:3:mulliken_charge:R:1
F -2.482 -0.573 -0.635 -0.34
O -1.172 0.304 1.683 -0.69
N 1.565 -1.366 0.081 -0.72
C 1.022 0.914 -0.812 -0.81
C -0.469 0.027 0.456 0.72
C -1.141 -1.074 -0.411 -0.36
C -0.513 1.369 -0.257 -1.03
C 1.042 -0.034 0.381 -0.06
H -1.102 1.637 -0.998 0.42
H -0.695 -0.818 -1.321 0.24
H -1.227 -2.181 -0.128 0.29
H 1.615 1.808 -0.925 0.34
H 2.713 -1.356 0.386 0.32
H -2.217 0.394 1.477 0.38
H 0.875 0.343 -1.818 0.26
H -0.324 2.134 0.447 0.37
H 1.048 -1.825 0.996 0.36
H 1.461 0.297 1.398 0.31
```

The calculation puts the HOMO-LUMO gap at 10.53 eV. Its SMILES is N[C@H]1CC[C@@]1(O)CF. The lowest unoccupied orbital energy is 0.90 eV.



Entry ii
The following is a quantum chemistry calculation of the molecule C5H10FNO, from the OMol25 dataset.

Structure (XYZ):
```
18
Properties=species:S:1:pos:R:3:mulliken_charge:R:1
F 1.379 0.476 1.360 -0.29
O 1.044 -1.022 -1.477 -0.72
N -0.241 -1.870 0.429 -0.79
C -0.960 0.606 0.578 -1.02
C -0.090 -0.253 -1.114 -0.72
C -1.024 -0.742 -0.151 0.22
C 1.271 1.424 0.303 -0.70
C 0.083 1.092 -0.454 0.47
H -0.440 -0.061 -2.035 0.62
H 1.348 -1.547 -0.472 0.45
H -0.424 1.819 -1.217 0.36
H -0.814 -2.991 0.425 0.26
H -0.552 0.840 1.592 0.39
H 1.029 2.281 1.009 0.27
H 2.264 1.484 -0.248 0.28
H -1.952 1.238 0.456 0.24
H -1.912 -1.047 -0.506 0.42
H -0.010 -1.725 1.522 0.28
```

The calculation puts the HOMO-LUMO gap at 10.07 eV. Its SMILES is N[C@H]1C[C@@H](CF)[C@H]1O. The lowest unoccupied orbital energy is 0.74 eV.



The structure with the greatest stability is entry i.



Entry i
The following is a quantum chemistry calculation of a cluster of 8 separate species, C15H45NO11 in total, from the OMol25 dataset.

Structure (XYZ):
```
72
Properties=species:S:1:pos:R:3:mulliken_charge:R:1
O -2.872 -0.553 -2.051 -0.65
O 0.652 2.900 2.130 -0.56
O 0.186 1.303 0.043 -0.17
O 1.075 -3.603 -0.918 -0.51
O -1.338 -0.221 1.075 -0.44
O 4.195 -0.578 0.579 -0.42
O -2.890 0.446 6.687 -0.53
O -0.333 -0.726 -0.915 -0.38
O 0.140 2.755 -4.450 -0.36
O -1.099 -2.952 0.999 -0.46
O -1.192 3.364 -0.886 -0.56
N 1.921 0.485 -2.101 0.67
C -1.026 -3.297 2.400 -0.45
C -0.649 2.709 -5.597 -0.63
C 1.653 1.727 -2.846 -0.38
C 3.024 0.625 -1.093 -0.85
C -1.114 -4.858 2.537 -1.21
C 3.306 -0.816 -0.468 -0.13
C 4.283 -1.725 1.438 -0.72
C 2.090 3.136 1.970 -0.49
C 1.217 -3.424 -2.294 -0.52
C -0.329 4.431 -1.017 -0.94
C -3.823 -1.540 -1.731 -0.58
C -3.678 0.255 5.500 -0.62
C 0.402 1.621 -3.784 -0.48
C -3.006 0.903 4.290 -0.74
C -0.481 0.053 0.044 0.38
H 4.803 -1.198 2.214 0.31
H 3.811 -1.389 -1.175 0.51
H 0.492 2.241 1.487 0.50
H -0.184 -5.243 1.992 0.22
H 1.195 -4.404 -2.882 0.35
H -4.943 -1.437 -1.888 0.24
H 1.446 2.600 -2.219 -0.04
H -0.545 5.163 -0.134 0.25
H -0.482 1.578 -3.207 0.34
H -1.340 -1.958 0.830 0.14
H 2.629 1.961 -3.242 0.60
H 3.259 -2.058 1.658 0.27
H -0.245 1.941 -6.433 0.27
H -3.551 -2.285 -2.336 0.32
H -0.797 -5.163 3.521 0.41
H 0.362 0.598 -4.404 0.30
H -4.590 0.767 5.594 0.35
H -1.777 2.281 -5.285 0.23
H -0.662 3.712 -6.105 0.26
H -3.682 0.783 3.538 0.40
H -3.822 -0.734 5.310 0.39
H 2.528 2.280 1.461 -0.01
H 3.861 0.791 -1.485 0.94
H 2.716 1.381 -0.403 -0.14
H 0.154 -3.082 -2.689 0.14
H -0.392 -2.702 3.005 0.47
H -3.845 -1.672 -0.553 0.12
H -2.237 -0.253 6.780 0.30
H 2.289 3.908 1.148 0.16
H -1.995 0.423 4.289 0.18
H -2.858 1.996 4.546 0.29
H 1.954 -2.771 -2.741 0.17
H 0.567 4.119 -0.615 0.07
H -1.825 -3.113 2.927 0.43
H 5.050 -2.409 0.971 0.27
H -2.036 -0.667 -1.655 0.26
H -0.244 4.770 -1.822 0.63
H 2.317 -0.076 -2.858 0.48
H -2.009 -5.444 2.246 0.28
H 2.447 -1.382 -0.327 0.16
H 1.053 0.059 -1.679 -0.34
H -1.192 0.452 1.666 0.07
H 2.363 3.501 2.863 0.42
H -0.712 2.580 -0.770 0.42
H 0.351 -2.855 -0.659 0.30
```

The calculation puts the HOMO-LUMO gap at 9.48 eV. The lowest unoccupied orbital energy is -0.04 eV.



Entry ii
The following is a quantum chemistry calculation of a cluster of 8 separate species, C15H45NO11 in total, from the OMol25 dataset.

Structure (XYZ):
```
72
Properties=species:S:1:pos:R:3:mulliken_charge:R:1
O 4.651 -66.217 -28.096 -0.63
O 4.283 -73.001 -28.226 -0.55
O -0.509 -70.913 -27.901 -0.40
O 4.545 -74.031 -23.489 -0.60
O 4.464 -68.328 -32.138 -0.43
O 4.868 -69.691 -25.531 -0.55
O 4.317 -68.159 -22.912 -0.45
O 3.353 -68.245 -26.671 -0.87
O 0.863 -67.960 -24.945 -0.57
O 6.607 -70.817 -28.464 -0.57
O 3.964 -70.243 -27.570 -0.32
N 2.338 -69.047 -29.290 0.56
C -1.128 -71.203 -26.704 -0.43
C 0.840 -69.191 -24.288 -0.41
C 4.204 -68.182 -30.826 -0.43
C 3.938 -69.490 -26.569 0.83
C 3.995 -69.305 -22.072 -0.61
C 3.941 -73.243 -24.436 0.13
C 6.993 -65.576 -28.421 -1.16
C 0.550 -69.934 -27.759 0.77
C 3.153 -69.252 -30.517 -0.21
C 5.137 -67.191 -32.758 -0.67
C 5.950 -66.448 -27.626 -0.01
C 2.941 -73.567 -28.125 -0.61
C 2.387 -73.491 -24.413 -1.06
C 7.413 -71.113 -27.287 -0.26
C 1.337 -70.118 -29.001 -1.23
H 1.988 -68.014 -29.131 0.50
H 4.201 -72.249 -24.158 0.06
H 5.543 -74.043 -23.559 0.33
H 5.342 -67.468 -33.832 0.25
H -1.758 -72.089 -27.038 0.26
H 6.727 -71.571 -26.627 0.04
H 2.060 -74.392 -24.677 0.56
H 4.870 -68.964 -24.879 0.24
H 4.293 -73.283 -25.367 0.27
H 2.651 -73.791 -29.181 0.30
H 6.991 -65.878 -29.401 0.32
H 3.564 -70.259 -22.574 0.08
H 7.956 -66.010 -28.016 0.34
H -1.745 -70.306 -26.437 0.30
H 4.494 -66.379 -32.744 0.33
H 6.913 -64.376 -28.359 0.24
H 1.824 -72.920 -25.066 0.07
H 1.786 -71.030 -29.150 0.26
H 3.954 -69.926 -30.364 0.08
H 1.980 -72.785 -27.766 0.00
H 3.210 -69.014 -21.557 0.47
H -0.391 -71.681 -25.866 0.02
H 6.199 -67.457 -27.531 0.12
H 6.039 -67.048 -32.015 0.25
H 4.535 -72.176 -27.546 0.18
H -0.025 -69.825 -24.284 0.28
H 0.759 -69.040 -23.158 0.29
H 3.621 -67.625 -22.632 0.29
H 2.374 -69.536 -31.464 0.28
H 3.987 -66.951 -27.768 0.38
H 0.623 -69.854 -29.976 0.39
H 5.133 -68.426 -30.189 0.19
H 2.895 -74.455 -27.696 0.49
H 4.749 -69.754 -21.262 0.24
H 3.036 -69.210 -28.392 -0.24
H 0.047 -68.877 -27.738 0.35
H 3.955 -67.157 -30.656 0.51
H 1.298 -70.234 -26.872 -0.27
H 1.704 -69.938 -24.444 0.00
H 7.907 -70.146 -27.056 0.18
H 6.006 -65.941 -26.699 0.40
H 1.899 -73.165 -23.426 0.29
H 1.803 -67.753 -25.229 0.34
H 5.660 -70.590 -28.162 0.23
H 8.177 -71.918 -27.617 0.23
```

The calculation puts the HOMO-LUMO gap at 9.85 eV. The lowest unoccupied orbital energy is 0.40 eV.



The structure with the greatest stability is entry ii.